P:
This record from OMol25 describes a single N2 molecule. The level of theory is ωB97M-V with the def2-TZVPD basis set.

Geometry as ORCA input:
```
! wB97M-V def2-TZVPD RIJCOSX def2/J DEFGRID3
* xyz 0 1
N 0.117 -0.648 0.120
N -0.117 0.648 -0.120
*
```

Molecular weight ... 28.014 g mol⁻¹
HOMO energy ... -13.77 eV
LUMO ... -0.48 eV

Which charges does natural (NBO) predict for the atoms? In e, they are: atom 1 (N): 0.000, atom 2 (N): 0.000

Q:
This record from OMol25 describes a single N2 molecule. The level of theory is ωB97M-V with the def2-TZVPD basis set.

Geometry as ORCA input:
```
! wB97M-V def2-TZVPD RIJCOSX def2/J DEFGRID3
* xyz 0 1
N -0.015 -0.496 0.664
N 0.015 0.496 -0.664
*
```

Molecular weight ... 28.014 g mol⁻¹
HOMO energy ... -12.22 eV
LUMO ... -2.42 eV

Which charges does natural (NBO) predict for the atoms? In e, they are: atom 1 (N): 0.000, atom 2 (N): 0.000

The most stable of them is P.

P:
This record from OMol25 describes 2 unconnected molecules or ions with the total composition C4H8NO2. The level of theory is ωB97M-V with the def2-TZVPD basis set.

Geometry as ORCA input:
```
! wB97M-V def2-TZVPD RIJCOSX def2/J DEFGRID3
* xyz 0 2
C -0.681 0.359 -1.078
C -1.735 0.193 0.006
C -1.518 -0.289 1.470
N -3.044 0.306 -0.298
C 3.828 0.007 -0.172
O 2.955 0.596 -0.911
O 3.726 -0.154 1.024
H 0.183 0.759 -0.524
H -0.333 -0.595 -1.482
H -0.949 1.055 -1.863
H -2.665 -0.679 -0.694
H -0.436 -0.301 1.650
H -1.972 -1.265 1.572
H -2.012 0.522 1.993
H 4.654 -0.513 -0.692
*
```

Molecular weight ... 102.113 g mol⁻¹
<S²> ... 0.754
HOMO energy (spin up / spin down) ... -7.66 / -7.66 eV
LUMO (spin up / spin down) ... 0.57 / -3.92 eV

Which charges does natural (NBO) predict for the atoms? In e, they are: atom 1 (C): -0.711, atom 2 (C): 0.393, atom 3 (C): -0.691, atom 4 (N): -0.777, atom 5 (C): 0.547, atom 6 (O): -0.144, atom 7 (O): -0.545, atom 8 (H): 0.225, atom 9 (H): 0.238, atom 10 (H): 0.247, atom 11 (H): 0.380, atom 12 (H): 0.202, atom 13 (H): 0.242, atom 14 (H): 0.252, atom 15 (H): 0.142

Q:
This record from OMol25 describes a single C4H8NO2 molecule. The level of theory is ωB97M-V with the def2-TZVPD basis set.

Geometry as ORCA input:
```
! wB97M-V def2-TZVPD RIJCOSX def2/J DEFGRID3
* xyz 0 2
O 1.516 -0.803 1.640
C 0.518 -1.101 0.891
C -0.432 -0.093 0.387
C -0.160 0.393 -1.072
C -0.043 -0.775 -2.146
O 0.463 -1.796 -1.807
N -0.171 1.057 1.434
H 0.298 -2.173 0.803
H -1.471 -0.411 0.504
H -0.945 1.124 -1.338
H 0.805 0.979 -1.103
H -0.279 -0.432 -3.182
H 0.738 0.852 1.889
H -0.055 1.902 0.875
H -0.783 1.276 2.224
*
```

Molecular weight ... 102.113 g mol⁻¹
<S²> ... 0.754
HOMO energy (spin up / spin down) ... -4.30 / -8.07 eV
LUMO (spin up / spin down) ... 0.27 / 0.15 eV

Which charges does natural (NBO) predict for the atoms? In e, they are: atom 1 (O): -0.764, atom 2 (C): 0.012, atom 3 (C): -0.106, atom 4 (C): -0.554, atom 5 (C): 0.441, atom 6 (O): -0.467, atom 7 (N): -0.731, atom 8 (H): 0.138, atom 9 (H): 0.207, atom 10 (H): 0.193, atom 11 (H): 0.234, atom 12 (H): 0.118, atom 13 (H): 0.463, atom 14 (H): 0.398, atom 15 (H): 0.418

The most stable of them is Q.

P:
This record from OMol25 describes 2 unconnected molecules or ions with the total composition ClH4N2OP. The level of theory is ωB97M-V with the def2-TZVPD basis set.

Geometry as ORCA input:
```
! wB97M-V def2-TZVPD RIJCOSX def2/J DEFGRID3
* xyz 0 1
N -1.202 0.831 -0.204
N 0.722 -0.575 -1.149
O 1.348 -0.967 1.472
P -0.589 0.185 -1.562
Cl 0.669 0.131 2.528
H -0.968 0.759 0.873
H -2.093 1.243 -0.535
H 0.932 -0.621 0.614
H 1.181 -0.986 -2.038
*
```

Molecular weight ... 114.472 g mol⁻¹
HOMO energy ... -9.94 eV
LUMO ... 0.39 eV

Which charges does natural (NBO) predict for the atoms? In e, they are: atom 1 (N): -1.219, atom 2 (N): -1.252, atom 3 (O): -0.708, atom 4 (P): 1.242, atom 5 (Cl): 0.176, atom 6 (H): 0.443, atom 7 (H): 0.409, atom 8 (H): 0.509, atom 9 (H): 0.400

Q:
This record from OMol25 describes 2 unconnected molecules or ions with the total composition ClH4N2OP. The level of theory is ωB97M-V with the def2-TZVPD basis set.

Geometry as ORCA input:
```
! wB97M-V def2-TZVPD RIJCOSX def2/J DEFGRID3
* xyz 0 1
N 1.399 0.320 -0.113
N -0.760 -0.679 -0.856
O -2.101 0.449 1.585
P 0.741 -0.768 -1.177
Cl -0.977 1.608 2.015
H 0.908 0.832 0.579
H 2.298 0.828 -0.364
H -1.703 -0.407 1.301
H -1.586 -1.155 -1.141
*
```

Molecular weight ... 114.472 g mol⁻¹
HOMO energy ... -9.31 eV
LUMO ... 0.21 eV

Which charges does natural (NBO) predict for the atoms? In e, they are: atom 1 (N): -1.190, atom 2 (N): -1.278, atom 3 (O): -0.712, atom 4 (P): 1.247, atom 5 (Cl): 0.217, atom 6 (H): 0.407, atom 7 (H): 0.404, atom 8 (H): 0.505, atom 9 (H): 0.401

The most stable of them is P.

P:
This record from OMol25 describes 2 unconnected molecules or ions with the total composition C3H4ClNO2. The level of theory is ωB97M-V with the def2-TZVPD basis set.

Geometry as ORCA input:
```
! wB97M-V def2-TZVPD RIJCOSX def2/J DEFGRID3
* xyz 0 1
C -1.172 -0.640 0.399
C -1.401 -0.700 1.575
C -0.809 -0.494 -1.031
N 2.183 0.754 0.414
O 1.590 1.437 -0.636
O 2.551 -0.327 0.160
Cl -1.717 -0.808 3.166
H 1.067 2.142 -0.190
H -0.117 -1.250 -1.216
H -1.811 -0.622 -1.518
H -0.364 0.508 -1.122
*
```

Molecular weight ... 121.523 g mol⁻¹
HOMO energy ... -9.56 eV
LUMO ... 0.18 eV

Which charges does natural (NBO) predict for the atoms? In e, they are: atom 1 (C): -0.019, atom 2 (C): -0.154, atom 3 (C): -0.675, atom 4 (N): 0.348, atom 5 (O): -0.563, atom 6 (O): -0.262, atom 7 (Cl): 0.117, atom 8 (H): 0.486, atom 9 (H): 0.240, atom 10 (H): 0.240, atom 11 (H): 0.243

Q:
This record from OMol25 describes a single C3H4ClNO2 molecule. The level of theory is ωB97M-V with the def2-TZVPD basis set.

Geometry as ORCA input:
```
! wB97M-V def2-TZVPD RIJCOSX def2/J DEFGRID3
* xyz 0 1
C -0.448 1.655 -0.145
C -0.328 -0.746 0.062
C 1.161 -0.624 0.164
N -0.942 -1.852 0.007
O -0.839 2.579 0.412
O -1.049 0.419 0.086
Cl -2.644 -1.717 -0.218
H 0.297 1.830 -0.942
H 1.652 -1.487 0.566
H 1.760 -0.305 -0.850
H 1.380 0.250 0.858
*
```

Molecular weight ... 121.523 g mol⁻¹
HOMO energy ... -10.19 eV
LUMO ... 0.58 eV

Which charges does natural (NBO) predict for the atoms? In e, they are: atom 1 (C): 0.636, atom 2 (C): 0.523, atom 3 (C): -0.692, atom 4 (N): -0.438, atom 5 (O): -0.490, atom 6 (O): -0.514, atom 7 (Cl): 0.110, atom 8 (H): 0.133, atom 9 (H): 0.258, atom 10 (H): 0.245, atom 11 (H): 0.230

R:
This record from OMol25 describes a single C3H4ClNO2 molecule. The level of theory is ωB97M-V with the def2-TZVPD basis set.

Geometry as ORCA input:
```
! wB97M-V def2-TZVPD RIJCOSX def2/J DEFGRID3
* xyz 0 1
C -1.375 -1.145 -0.061
C 0.622 0.605 -0.644
C 0.796 -0.329 0.584
N -0.684 1.120 -0.869
O -2.365 -1.759 -0.259
O -0.223 -1.291 0.512
Cl -1.294 2.011 0.383
H 1.331 1.483 -0.427
H 0.739 -0.096 -1.472
H 1.696 -0.868 0.613
H 0.756 0.268 1.639
*
```

Molecular weight ... 121.523 g mol⁻¹
HOMO energy (spin up / spin down) ... -9.02 / -8.23 eV
LUMO (spin up / spin down) ... -0.14 / -0.64 eV

Which charges does natural (NBO) predict for the atoms? In e, they are: atom 1 (C): 0.873, atom 2 (C): -0.317, atom 3 (C): -0.071, atom 4 (N): -0.471, atom 5 (O): -0.477, atom 6 (O): -0.482, atom 7 (Cl): 0.104, atom 8 (H): 0.214, atom 9 (H): 0.221, atom 10 (H): 0.208, atom 11 (H): 0.199

The most stable of them is Q.

P:
This record from OMol25 describes 4 unconnected molecules or ions with the total composition C2H14N2O3. The level of theory is ωB97M-V with the def2-TZVPD basis set.

Geometry as ORCA input:
```
! wB97M-V def2-TZVPD RIJCOSX def2/J DEFGRID3
* xyz 0 1
N -2.510 1.078 2.391
C -1.107 0.959 1.992
C -0.956 -0.089 0.857
N 0.467 -0.285 0.622
H -2.831 0.144 2.638
H -2.663 1.674 3.185
H -0.433 0.599 2.766
H -0.768 1.902 1.567
H -1.484 -1.005 1.137
H -1.521 0.268 -0.016
H 0.743 -1.220 0.446
H 0.811 0.380 -0.037
H 4.365 -0.707 -0.427
H 4.152 -1.604 0.730
O 3.955 -1.527 -0.202
H 0.118 1.069 -2.071
H 0.961 0.879 -3.286
O 1.001 1.133 -2.373
H -2.097 -1.595 -2.370
H -0.791 -1.016 -1.845
O -1.452 -0.933 -2.552
*
```

Molecular weight ... 114.145 g mol⁻¹
HOMO energy ... -9.19 eV
LUMO ... 0.71 eV

Which charges does natural (NBO) predict for the atoms? In e, they are: atom 1 (N): -0.841, atom 2 (C): -0.218, atom 3 (C): -0.231, atom 4 (N): -0.864, atom 5 (H): 0.345, atom 6 (H): 0.360, atom 7 (H): 0.170, atom 8 (H): 0.182, atom 9 (H): 0.177, atom 10 (H): 0.171, atom 11 (H): 0.373, atom 12 (H): 0.374, atom 13 (H): 0.467, atom 14 (H): 0.465, atom 15 (O): -0.932, atom 16 (H): 0.467, atom 17 (H): 0.476, atom 18 (O): -0.942, atom 19 (H): 0.472, atom 20 (H): 0.474, atom 21 (O): -0.947

Q:
This record from OMol25 describes 4 unconnected molecules or ions with the total composition C2H14N2O3. The level of theory is ωB97M-V with the def2-TZVPD basis set.

Geometry as ORCA input:
```
! wB97M-V def2-TZVPD RIJCOSX def2/J DEFGRID3
* xyz 0 1
N -2.039 0.394 -0.499
C -1.065 0.011 0.553
C -0.512 -1.379 0.248
N 0.735 -1.646 0.991
H -2.408 1.323 -0.326
H -2.745 -0.332 -0.555
H -1.535 0.161 1.519
H -0.210 0.676 0.540
H -1.197 -2.187 0.491
H -0.328 -1.331 -0.832
H 0.755 -2.600 1.304
H 1.513 -1.322 0.444
H 0.695 -0.198 2.891
H -0.511 -0.963 3.152
O -0.030 -0.208 3.535
H 2.516 2.639 -1.651
H 2.425 1.107 -1.716
O 3.011 1.832 -1.471
H -0.877 0.334 -3.577
H -0.617 0.665 -2.063
O -0.263 0.757 -2.970
*
```

Molecular weight ... 114.145 g mol⁻¹
HOMO energy ... -9.85 eV
LUMO ... 0.58 eV

Which charges does natural (NBO) predict for the atoms? In e, they are: atom 1 (N): -0.875, atom 2 (C): -0.237, atom 3 (C): -0.237, atom 4 (N): -0.873, atom 5 (H): 0.377, atom 6 (H): 0.364, atom 7 (H): 0.192, atom 8 (H): 0.187, atom 9 (H): 0.186, atom 10 (H): 0.185, atom 11 (H): 0.375, atom 12 (H): 0.375, atom 13 (H): 0.479, atom 14 (H): 0.458, atom 15 (O): -0.940, atom 16 (H): 0.472, atom 17 (H): 0.474, atom 18 (O): -0.945, atom 19 (H): 0.472, atom 20 (H): 0.492, atom 21 (O): -0.981

The most stable of them is Q.

P:
This record from OMol25 describes a gas-phase ion, C2H8N5 (charge +1). The level of theory is ωB97M-V with the def2-TZVPD basis set.

Geometry as ORCA input:
```
! wB97M-V def2-TZVPD RIJCOSX def2/J DEFGRID3
* xyz 1 1
C 1.395 0.038 0.043
C -1.748 -0.152 -0.391
N 1.157 1.223 0.527
N 0.384 -0.869 -0.058
N 2.567 -0.470 -0.254
N -2.747 0.485 0.113
N -0.815 -0.344 0.419
H 1.895 1.801 0.860
H 0.330 -1.591 -0.891
H 3.469 -0.342 0.205
H 2.540 -1.417 -0.544
H -3.547 0.558 -0.495
H -3.134 0.290 1.060
H 0.166 1.419 0.808
H -1.912 -0.629 -1.403
*
```

Molecular weight ... 102.121 g mol⁻¹
HOMO energy ... -13.19 eV
LUMO ... -2.90 eV

Which charges does natural (NBO) predict for the atoms? In e, they are: atom 1 (C): 0.657, atom 2 (C): 0.287, atom 3 (N): -0.735, atom 4 (N): -0.435, atom 5 (N): -0.763, atom 6 (N): -0.770, atom 7 (N): -0.393, atom 8 (H): 0.428, atom 9 (H): 0.410, atom 10 (H): 0.436, atom 11 (H): 0.406, atom 12 (H): 0.394, atom 13 (H): 0.428, atom 14 (H): 0.461, atom 15 (H): 0.189

Q:
This record from OMol25 describes 2 unconnected molecules or ions with the total composition C2H8N5. The level of theory is ωB97M-V with the def2-TZVPD basis set.

Geometry as ORCA input:
```
! wB97M-V def2-TZVPD RIJCOSX def2/J DEFGRID3
* xyz 1 1
C 1.177 1.174 0.430
C -0.171 -2.096 -0.147
N 2.030 0.635 -0.515
N 1.782 -0.458 -0.853
N 0.146 0.220 0.635
N 0.471 -0.795 -0.018
N -1.538 1.022 -0.232
H 1.720 1.179 1.369
H 0.835 2.177 0.248
H -1.182 -1.772 -0.354
H 0.422 -2.657 -0.775
H -0.197 -2.423 0.949
H -1.490 2.065 0.239
H -2.194 0.594 0.246
H -1.809 1.135 -1.223
*
```

Molecular weight ... 102.121 g mol⁻¹
HOMO energy (spin up / spin down) ... -14.51 / -14.51 eV
LUMO (spin up / spin down) ... -4.88 / -4.88 eV

Which charges does natural (NBO) predict for the atoms? In e, they are: atom 1 (C): -0.187, atom 2 (C): -0.422, atom 3 (N): -0.057, atom 4 (N): 0.095, atom 5 (N): 0.040, atom 6 (N): -0.003, atom 7 (N): -0.947, atom 8 (H): 0.290, atom 9 (H): 0.276, atom 10 (H): 0.240, atom 11 (H): 0.259, atom 12 (H): 0.254, atom 13 (H): 0.392, atom 14 (H): 0.369, atom 15 (H): 0.399

The most stable of them is P.

P:
This record from OMol25 describes 2 unconnected molecules or ions with the total composition CH5NO. The level of theory is ωB97M-V with the def2-TZVPD basis set.

Geometry as ORCA input:
```
! wB97M-V def2-TZVPD RIJCOSX def2/J DEFGRID3
* xyz 0 1
N 0.194 1.045 0.014
C 0.587 -0.319 0.329
O -1.507 -0.691 -1.011
H -0.342 0.751 -0.748
H -0.582 1.338 0.601
H 1.090 -0.855 -0.476
H 1.066 -0.570 1.264
H -0.507 -0.699 0.027
*
```

Molecular weight ... 47.057 g mol⁻¹
HOMO energy ... -10.47 eV
LUMO ... -2.72 eV

Which charges does natural (NBO) predict for the atoms? In e, they are: atom 1 (N): -0.719, atom 2 (C): -0.205, atom 3 (O): -0.526, atom 4 (H): 0.400, atom 5 (H): 0.370, atom 6 (H): 0.225, atom 7 (H): 0.223, atom 8 (H): 0.232

Q:
This record from OMol25 describes 2 unconnected molecules or ions with the total composition CH5NO. The level of theory is ωB97M-V with the def2-TZVPD basis set.

Geometry as ORCA input:
```
! wB97M-V def2-TZVPD RIJCOSX def2/J DEFGRID3
* xyz 0 1
C 1.224 -0.295 -0.013
N -1.559 0.252 0.019
O -0.807 -0.791 -0.105
H 1.202 0.455 -0.702
H 1.543 -1.234 -0.456
H 1.541 -0.106 0.955
H -1.332 1.080 -0.606
H -1.812 0.638 0.907
*
```

Molecular weight ... 47.057 g mol⁻¹
HOMO energy (spin up / spin down) ... -8.02 / -8.54 eV
LUMO (spin up / spin down) ... 0.47 / 0.64 eV

Which charges does natural (NBO) predict for the atoms? In e, they are: atom 1 (C): -0.368, atom 2 (N): -0.424, atom 3 (O): -0.359, atom 4 (H): 0.160, atom 5 (H): 0.184, atom 6 (H): 0.172, atom 7 (H): 0.311, atom 8 (H): 0.324

The most stable of them is Q.